*one*
Entry from the Open Molecules 2025 dataset: an isolated molecule of C4H11N3 (the ωB97M-V functional and the def2-TZVPD basis).

The total charge is 0. The calculation puts the HOMO energy at -8.395 eV. The calculation puts the molar mass at 101.15 Da. Its structure (SMILES) is [H]/N=C/NCCCN.

Positions of all 18 atoms, in Å:
C1 -0.163 -0.288 -2.442
C2 -0.212 0.803 1.631
H1 1.510 -0.540 1.830
H2 -1.990 0.308 2.622
H3 -0.560 -1.310 -2.468
N1 0.324 0.134 -1.257
H4 -0.575 1.566 0.941
H5 1.381 -1.420 -0.480
H6 1.733 0.770 0.756
C3 0.578 -0.781 -0.121
H7 -1.031 -0.976 2.262
H8 -0.363 0.045 -4.284
H9 -0.346 -1.335 0.039
H10 0.366 1.140 -1.182
H11 0.042 1.363 2.544
N2 -1.359 -0.078 1.933
C4 0.975 0.054 1.088
N3 -0.310 0.544 -3.411

***

*two*
Entry from the Open Molecules 2025 dataset: a 2-piece molecular cluster, C4H11N3 overall (the ωB97M-V functional and the def2-TZVPD basis).

The total charge is 0. The calculation puts the HOMO energy at -7.435 eV. The calculation puts the molar mass at 101.15 Da.

Positions of all 18 atoms, in Å:
H1 1.577 2.348 -0.773
C1 2.042 1.444 -0.679
H2 -2.195 -1.274 -1.287
H3 -2.684 1.253 -0.136
H4 -1.435 -0.959 1.565
H5 -2.583 1.336 1.572
H6 -0.942 -2.047 -0.509
H7 -0.580 -0.408 -0.986
C2 -1.787 -0.444 0.699
N1 1.314 -0.284 0.916
N2 2.078 -1.210 0.281
H8 0.960 1.603 1.004
H9 2.427 1.038 -1.637
H10 1.516 -1.934 -0.057
H11 2.680 -0.914 -0.489
C3 -1.290 -1.071 -0.577
N3 1.359 0.865 0.342
C4 -2.457 0.659 0.750

***

*three*
Entry from the Open Molecules 2025 dataset: an isolated molecule of C4H11N3 (the ωB97M-V functional and the def2-TZVPD basis).

The total charge is 0. The calculation puts the HOMO energy at -8.848 eV. The calculation puts the molar mass at 101.15 Da. Its structure (SMILES) is [H]/N=C(\C)CC(N)N.

Positions of all 18 atoms, in Å:
H1 -0.890 -1.216 0.744
N1 -2.560 0.603 0.116
H2 1.371 -2.411 -0.989
N2 1.834 0.536 -0.057
H3 0.217 2.426 -0.099
H4 -0.376 1.606 -1.361
H5 2.846 0.349 -0.079
C1 1.763 -1.899 -0.105
H6 1.516 -2.492 0.780
H7 -3.009 0.512 1.025
C2 -0.977 0.921 0.417
C3 1.129 -0.536 0.009
N3 -0.631 1.973 -0.439
H8 -0.787 -0.726 -1.004
H9 2.854 -1.838 -0.187
H10 -0.857 1.154 1.475
C4 -0.575 -0.455 0.031
H11 -2.866 1.493 -0.275

***

*four*
Entry from the Open Molecules 2025 dataset: an isolated molecule of C4H11N3 (the ωB97M-V functional and the def2-TZVPD basis).

The total charge is 0. The calculation puts the HOMO energy at -8.936 eV. The calculation puts the molar mass at 101.15 Da. Its structure (SMILES) is N/C=N/CCCN.

Positions of all 18 atoms, in Å:
H1 -2.408 -1.682 -0.595
H2 1.937 -0.466 -0.775
N1 0.708 3.168 0.025
H3 2.187 1.747 -0.175
H4 -0.467 -1.101 1.565
N2 -1.421 -1.417 1.498
C1 -0.255 -1.397 -0.751
H5 1.248 -0.819 0.745
H6 1.296 3.621 -0.676
N3 0.384 0.810 -0.201
H7 -0.466 -1.087 -1.797
H8 0.038 -2.456 -0.849
C2 1.084 1.856 -0.025
H9 -0.040 3.614 0.551
C3 -1.568 -1.268 -0.002
H10 -1.447 -2.404 1.723
H11 -1.731 -0.218 0.007
C4 0.922 -0.503 -0.267

***

Which structure is most stable? *one*, by 56.0 kJ/mol over the runner-up.

***

*one*
Entry from the Open Molecules 2025 dataset: an isolated molecule of C5H8N2O2 (the ωB97M-V functional and the def2-TZVPD basis).

The total charge is 0. The calculation puts the HOMO energy at -8.902 eV. The calculation puts the molar mass at 128.13 Da. Its structure (SMILES) is CC(C)n1ncoc1=O.

Positions of all 17 atoms, in Å:
C1 -0.921 -3.265 0.066
H1 -0.558 0.395 1.942
O1 -2.519 -1.179 -2.133
C2 -0.596 0.339 -0.159
N1 -0.936 -1.118 -0.202
N2 -0.439 -2.147 0.524
H2 -0.463 0.500 -2.198
H3 1.028 -0.062 -1.377
C3 0.231 0.600 -1.342
O2 -1.789 -3.092 -1.010
C4 -1.902 -1.757 -1.279
H4 -0.876 -4.218 0.518
H5 -1.551 0.748 -0.077
H6 0.957 -0.302 1.328
C5 0.210 0.478 1.221
H7 0.653 1.513 1.330
H8 0.517 1.689 -1.271

***

*two*
Entry from the Open Molecules 2025 dataset: a 2-piece molecular cluster, C5H8N2O2 overall (the ωB97M-V functional and the def2-TZVPD basis).

The total charge is 0. The calculation puts the HOMO energy (alpha / beta) at -8.332 / -9.399 eV. The calculation puts the molar mass at 128.13 Da.

Positions of all 17 atoms, in Å:
C1 0.220 2.152 0.989
O1 0.750 2.981 1.667
H1 -1.735 -2.025 -0.414
N1 0.614 -0.192 -0.858
C2 -0.939 -1.898 -1.083
H2 -0.594 2.289 0.112
H3 -0.693 -2.857 -1.689
H4 -0.333 1.162 -2.228
H5 -2.295 -0.859 -2.519
H6 1.053 -0.867 2.257
C3 -1.275 -0.771 -1.939
N2 0.343 0.811 1.149
O2 0.291 -1.514 -0.471
H7 1.334 0.730 3.104
C4 1.286 0.271 1.998
C5 -0.335 0.218 -1.750
H8 2.307 0.369 1.676

***

Which structure is most stable? *one*, by 460.7 kJ/mol over the runner-up.

***

*one*
Entry from the Open Molecules 2025 dataset: an isolated molecule of C5H8N2O2 (the ωB97M-V functional and the def2-TZVPD basis).

The total charge is 0. The calculation puts the HOMO energy at -9.555 eV. The calculation puts the molar mass at 128.13 Da. Its structure (SMILES) is CO[C@@]12CN[C@H]1C=NO2.

Positions of all 17 atoms, in Å:
H1 0.779 1.743 -0.998
C1 -0.272 0.389 -2.138
H2 2.702 0.747 -0.401
N1 -1.414 0.761 -1.647
H3 -0.166 0.707 -3.271
H4 1.170 -0.114 1.863
N2 1.859 0.134 -0.126
H5 -0.766 -1.752 2.238
H6 0.949 1.675 1.356
O1 -1.427 0.936 -0.228
C2 0.988 0.558 1.079
C3 -1.146 -1.724 1.114
C4 0.722 0.627 -0.989
C5 -0.151 0.283 0.102
H7 -2.133 -1.165 1.174
O2 -0.361 -1.055 0.145
H8 -1.335 -2.750 0.727

***

*two*
Entry from the Open Molecules 2025 dataset: an isolated molecule of C5H8N2O2 (the ωB97M-V functional and the def2-TZVPD basis).

The total charge is 0. The calculation puts the HOMO energy at -9.131 eV. The calculation puts the molar mass at 128.13 Da. Its structure (SMILES) is C[C@]12CONC(=O)[C@@H]1N2.

Positions of all 17 atoms, in Å:
H1 0.924 2.294 -0.663
H2 0.929 -2.481 0.930
C1 -0.283 0.690 -0.370
C2 0.918 0.688 0.505
H3 -0.665 -0.693 -2.070
H4 -2.091 -0.528 -0.295
H5 -1.660 0.302 1.283
H6 1.846 0.437 -0.059
H7 0.915 0.066 -2.040
N1 0.296 1.924 0.040
C3 0.108 -0.350 -1.438
H8 -2.247 1.244 -0.044
N2 0.595 -1.563 0.651
O1 0.660 -0.499 2.671
C4 -1.647 0.380 0.194
C5 0.719 -0.440 1.446
O2 0.684 -1.471 -0.742

***

Which structure is most stable? *two*, by 162.5 kJ/mol over the runner-up.

***

*one*
Entry from the Open Molecules 2025 dataset: an isolated molecule of C10H20N4O4 (the ωB97M-V functional and the def2-TZVPD basis).

The total charge is 0. The calculation puts the HOMO energy at -9.300 eV. The calculation puts the molar mass at 260.29 Da. Its structure (SMILES) is NCCCC[C@H](N)C(=O)N[C@@H](CC(N)=O)C(=O)O.

Positions of all 38 atoms, in Å:
C1 0.175 2.673 -2.824
H1 2.522 -1.788 0.182
H2 -1.696 -4.309 3.459
H3 0.611 5.113 -2.659
C2 1.221 2.042 -1.865
C3 -2.311 -3.415 3.674
O1 2.425 0.077 -0.600
H4 -2.054 -1.968 0.908
C4 0.590 -1.391 -0.225
H5 2.357 1.516 -0.078
H6 -1.960 -1.202 3.520
C5 -1.468 -2.162 3.162
H7 -2.282 -3.347 4.787
H8 -0.370 -0.167 1.553
H9 -0.212 -1.863 -0.985
N1 -3.550 -3.545 3.027
H10 -0.218 1.895 -3.421
H11 2.107 1.772 -2.424
C6 -0.103 -1.297 1.278
C7 -1.159 -2.298 1.664
O2 2.428 2.581 0.145
H12 -0.652 1.217 -0.845
N2 0.727 4.935 -3.635
C8 0.876 3.569 -3.959
H13 -0.885 -3.386 1.385
N3 0.481 0.961 -1.056
C9 1.208 -0.098 -0.606
H14 -3.300 -3.623 2.009
H15 0.734 -1.445 1.988
O3 1.294 4.223 -0.940
O4 1.395 3.049 -4.952
H16 -0.542 -2.023 3.830
H17 -4.210 -2.709 3.202
H18 1.320 5.527 -4.279
H19 -0.679 3.068 -2.392
H20 1.888 -2.787 -1.079
C10 1.627 3.011 -0.834
N4 1.667 -2.404 -0.113

***

*two*
Entry from the Open Molecules 2025 dataset: C10H20N4O4 as an isolated structure (the ωB97M-V functional and the def2-TZVPD basis).

The total charge is 0. The calculation puts the HOMO energy at -8.902 eV. The calculation puts the molar mass at 260.29 Da.

Positions of all 38 atoms, in Å:
O1 0.448 1.176 0.240
O2 -2.253 2.648 -0.266
C1 4.968 0.461 -0.365
C2 -2.229 1.507 0.413
C3 4.158 -0.652 -0.975
N1 -0.919 -0.512 -0.247
N2 -3.754 -0.892 0.714
H1 -2.503 3.610 0.195
H2 6.827 1.235 -1.703
H3 0.780 -2.943 1.688
C4 2.674 -0.731 -0.354
N3 6.479 0.595 -0.624
C5 -3.018 0.142 -1.560
H4 -4.489 -1.519 1.195
C6 2.394 -0.360 1.174
H5 0.776 -0.429 2.401
H6 -3.117 -0.271 1.209
N4 0.586 -2.082 1.055
C7 -1.761 0.558 -0.655
H7 -1.163 1.259 -1.432
H8 0.774 -2.540 0.148
H9 2.371 -1.666 -0.653
C8 0.185 0.026 0.368
H10 2.465 0.883 1.280
H11 2.098 0.104 -0.814
O3 -2.334 1.397 1.644
H12 3.348 -0.734 1.921
H13 4.451 1.343 -0.904
H14 7.006 -0.235 -0.461
H15 5.018 0.767 0.674
C9 -3.781 -0.897 -0.683
H16 -1.243 -1.300 0.353
O4 -4.557 -1.664 -1.314
H17 4.218 -0.682 -2.065
H18 -2.767 -0.598 -2.417
H19 -3.710 0.965 -1.725
C10 0.922 -0.731 1.409
H20 4.632 -1.400 -0.248

***

Which structure is most stable? *one*, by 323.3 kJ/mol over the runner-up.